{"formula": "C20H20N2O7", "method": "ωB97M-V with the def2-TZVPD basis set", "elements": ["C", "O", "C", "C", "C", "C", "N", "C", "O", "C", "C", "N", "C", "C", "C", "C", "C", "O", "C", "O", "C", "C", "C", "O", "O", "C", "O", "C", "C", "H", "H", "H", "H", "H", "H", "H", "H", "H", "H", "H", "H", "H", "H", "H", "H", "H", "H", "H", "H"], "coordinates": [[-7.0252, -0.7709, -0.1126], [-6.3760, 0.3957, 0.3339], [-5.0303, 0.4930, 0.1788], [-4.2180, -0.4835, -0.3878], [-2.8537, -0.2781, -0.4947], [-2.2853, 0.9021, -0.0445], [-0.8860, 1.1246, -0.1636], [-0.1286, 1.7191, 0.8433], [-0.5495, 2.0268, 1.9241], [1.2773, 1.8844, 0.3278], [1.2769, 1.2645, -1.0704], [2.2853, 0.2210, -1.2220], [1.8456, -1.1570, -1.2844], [1.0159, -1.5247, -0.0931], [-0.0951, -2.3069, 0.0210], [-0.4551, -2.2861, 1.3913], [0.4644, -1.4980, 2.0069], [1.3641, -1.0400, 1.1197], [3.5653, 0.6754, -1.2763], [3.7964, 1.8683, -1.2842], [4.6929, -0.3431, -1.2712], [4.9012, -0.8884, 0.1529], [5.3013, 0.2599, 1.0533], [6.4251, 0.6254, 1.2526], [4.2348, 0.8477, 1.6065], [-0.1511, 0.7740, -1.2753], [-0.5800, 0.2203, -2.2551], [-3.0925, 1.8873, 0.5164], [-4.4483, 1.6798, 0.6307], [-6.8958, -0.9153, -1.1898], [-6.6685, -1.6582, 0.4200], [-8.0813, -0.6213, 0.1058], [-4.6315, -1.4107, -0.7509], [-2.2349, -1.0377, -0.9409], [1.5466, 2.9405, 0.3185], [1.9801, 1.3787, 0.9919], [1.4870, 2.0244, -1.8352], [1.2361, -1.3103, -2.1836], [2.7142, -1.8126, -1.3492], [-0.5854, -2.8350, -0.7708], [-1.2859, -2.7842, 1.8456], [0.5820, -1.1876, 3.0253], [5.5963, 0.1866, -1.5796], [4.5177, -1.1572, -1.9739], [3.9862, -1.3343, 0.5418], [5.7064, -1.6235, 0.1472], [4.5048, 1.6252, 2.1212], [-2.6579, 2.8088, 0.8676], [-5.0880, 2.4311, 1.0650]], "lumo_energy_ha": 0.0217, "smiles": "COc1ccc(N2C(=O)C[C@@H](N(Cc3ccco3)C(=O)CCC(=O)O)C2=O)cc1", "de_lowest_kcal_mol": 1.3, "largest_force_ev_per_a": 0.96, "e_tot_ev": -38378.2465, "homo_energy_ev": -8.475, "gap_ev": 9.06}

{"formula": "C2H3N2O2", "method": "ωB97M-V with the def2-TZVPD basis set", "elements": ["C", "C", "N", "N", "O", "O", "H", "H", "H"], "coordinates": [[1.0705, 0.1301, -0.2316], [0.3363, -1.2056, 0.0102], [0.2458, 1.0704, -0.0173], [-1.7771, 0.2399, 0.5503], [-2.5412, 0.5975, -0.1824], [-0.8841, -1.2291, -0.1847], [2.1942, 0.3504, -0.3191], [0.9166, -2.0117, 0.5062], [0.4391, 2.0580, -0.1317]], "lumo_energy_ha": -0.2453, "total_charge": 1, "de_lowest_kcal_mol": 105.1, "largest_force_ev_per_a": 5.02, "e_tot_ev": -9185.7675, "homo_energy_ev": -15.906, "gap_ev": 9.23}

{"formula": "C17H13N6O3ReS6", "method": "ωB97M-V with the def2-TZVPD basis set", "elements": ["Re", "O", "C", "S", "C", "C", "S", "S", "S", "N", "C", "C", "C", "C", "C", "C", "S", "O", "O", "N", "C", "N", "C", "C", "C", "N", "H", "H", "H", "H", "H", "H", "H", "H", "H", "S", "C", "N", "C", "C", "C", "N", "H", "H", "H", "H"], "coordinates": [[1.2711, 1.1859, -0.2823], [4.0655, -3.9531, -3.7340], [3.5959, -3.0441, -3.1300], [4.3491, -2.2878, -1.7112], [3.1947, -0.9842, -1.5509], [2.2091, -0.9169, -2.4373], [0.9702, 0.3243, -2.4273], [2.1548, -2.1384, -3.6778], [3.3387, 0.1306, -0.2277], [-4.4565, -4.9450, 1.0389], [-3.3557, -4.1690, 1.1227], [-2.3957, -4.1777, 0.0978], [-1.2695, -3.3923, 0.1952], [-1.0816, -2.5753, 1.3063], [-2.0237, -2.5599, 2.3246], [-3.1470, -3.3484, 2.2406], [0.3731, -1.6289, 1.4387], [1.4371, -2.1838, 0.6517], [0.5918, -1.2099, 2.7880], [0.0446, -0.2268, 0.5980], [-1.0365, 0.5477, 0.7570], [-0.7650, 1.7252, 0.1141], [-1.6914, 2.6765, 0.1218], [-2.8957, 2.4502, 0.7589], [-3.0627, 1.2082, 1.3922], [-2.1523, 0.2605, 1.4066], [-4.5955, -5.5608, 0.2535], [-5.1344, -4.9665, 1.7840], [-2.5320, -4.8169, -0.7576], [-0.5244, -3.4220, -0.5781], [-1.8599, -1.9409, 3.1864], [-3.8660, -3.3483, 3.0400], [-1.4580, 3.6033, -0.3876], [-3.6673, 3.1941, 0.7751], [-3.9781, 0.9842, 1.9158], [2.0699, 2.6504, 1.6578], [2.3964, 3.6297, 0.3399], [2.8967, 4.8872, 0.3743], [3.1042, 5.6178, -0.7526], [2.8053, 5.0873, -1.9861], [2.3051, 3.7703, -2.0115], [2.1299, 3.0849, -0.8910], [3.1169, 5.2813, 1.2856], [3.5063, 6.6012, -0.6019], [2.9596, 5.6462, -2.8892], [2.0633, 3.2500, -2.9317]], "lumo_energy_ha": [-0.1738, -0.1852], "total_charge": 1, "multiplicity": 4, "de_lowest_kcal_mol": 0.0, "largest_force_ev_per_a": 1.04, "e_tot_ev": -100059.8112, "homo_energy_ev": [-10.009, -10.226], "gap_ev": [5.28, 5.19]}

{"formula": "C4H13N2S", "method": "ωB97M-V with the def2-TZVPD basis set", "elements": ["N", "C", "C", "S", "C", "N", "C", "H", "H", "H", "H", "H", "H", "H", "H", "H", "H", "H", "H", "H"], "coordinates": [[1.3292, -1.0960, 1.2313], [0.2391, -0.4824, 0.3840], [-1.0352, -0.2774, 1.1828], [-1.6803, -1.8476, 1.8398], [0.7630, 0.8325, -0.2021], [-0.2416, 1.4243, -1.0780], [-0.3141, 0.7862, -2.3899], [0.9968, -1.9671, 1.7008], [1.6610, -0.4484, 1.9991], [2.1906, -1.3329, 0.6728], [0.0626, -1.2085, -0.4078], [-0.8640, 0.4330, 1.9907], [-1.7624, 0.1673, 0.5067], [-2.9179, -1.3815, 2.0749], [0.9491, 1.5110, 0.6300], [1.7029, 0.6357, -0.7359], [-0.0392, 2.4101, -1.1972], [-0.9638, 1.3716, -3.0358], [-0.7445, -0.2117, -2.2956], [0.6687, 0.6817, -2.8705]], "lumo_energy_ha": [0.0292, 0.0248], "multiplicity": 2, "de_lowest_kcal_mol": 46.3, "largest_force_ev_per_a": 0.46, "e_tot_ev": -18170.9610, "homo_energy_ev": [-3.609, -9.392], "gap_ev": [4.40, 10.07]}

{"formula": "C6H14N2O2", "method": "ωB97M-V with the def2-TZVPD basis set", "elements": ["C", "C", "C", "O", "N", "H", "H", "H", "H", "H", "H", "H", "C", "C", "C", "O", "N", "H", "H", "H", "H", "H", "H", "H"], "coordinates": [[-0.4186, -2.7024, 0.7795], [-2.6101, 0.2130, -0.2689], [-1.0575, -1.7162, -0.1588], [-0.9745, -1.5487, -1.3468], [-1.8963, -0.7884, 0.5231], [-0.5682, -2.4817, 1.8309], [-2.1133, -0.7093, 1.5090], [-1.9431, 0.6984, -0.9978], [-0.8857, -3.6726, 0.5387], [0.6254, -2.8849, 0.5338], [-3.3219, -0.3011, -0.9087], [-3.0037, 0.9087, 0.4441], [2.6635, 1.3746, -1.7456], [0.3780, 1.1161, 1.2467], [1.5039, 1.5375, 0.4096], [2.4643, 2.1633, 0.7875], [1.4333, 1.1334, -0.9206], [0.8985, 0.2900, -1.0944], [2.6991, 2.4553, -1.8817], [3.5020, 1.0472, -1.1561], [0.0965, 0.0728, 1.0935], [2.4501, 0.9300, -2.7173], [0.6001, 1.1286, 2.3150], [-0.5219, 1.7366, 1.1852]], "lumo_energy_ha": [-0.1191, -0.3395], "total_charge": 1, "multiplicity": 2, "de_lowest_kcal_mol": 40.5, "largest_force_ev_per_a": 2.83, "e_tot_ev": -13515.0043, "homo_energy_ev": [-13.652, -12.840], "gap_ev": [10.41, 3.60]}

{"formula": "C5H7N4O", "method": "ωB97M-V with the def2-TZVPD basis set", "elements": ["C", "C", "C", "C", "C", "N", "N", "N", "N", "O", "H", "H", "H", "H", "H", "H", "H"], "coordinates": [[0.6025, 1.5194, -0.9350], [0.4605, 0.3132, -0.2299], [-0.6292, 0.2087, 0.6232], [-0.3780, -2.1850, 0.5513], [1.3567, -0.8626, -0.5085], [-0.3376, 2.4064, -0.6818], [-1.3741, 2.1215, -0.0593], [0.6229, -2.1661, -0.3056], [-0.9562, -1.0834, 1.0353], [-1.9695, 2.9949, 0.6895], [1.5422, 1.6365, -1.4152], [-0.7347, -3.1987, 0.9622], [1.4725, -0.7999, -1.6363], [2.3028, -0.5557, 0.0972], [0.9419, -2.9315, -0.8160], [-1.5469, -1.1859, 1.7760], [-1.3759, 3.7684, 0.8528]], "lumo_energy_ha": [-0.1810, -0.1810], "total_charge": 1, "de_lowest_kcal_mol": 136.5, "largest_force_ev_per_a": 4.16, "e_tot_ev": -13293.6944, "homo_energy_ev": [-12.458, -12.457], "gap_ev": [7.53, 7.53]}

{"formula": "C4H25N2O6", "method": "ωB97M-V with the def2-TZVPD basis set", "elements": ["C", "C", "C", "C", "N", "N", "H", "H", "H", "H", "H", "H", "H", "H", "H", "H", "H", "H", "H", "H", "H", "O", "H", "H", "O", "H", "H", "O", "H", "H", "O", "H", "H", "O", "H", "H", "O"], "coordinates": [[-0.6212, 0.3266, 0.4561], [-0.2408, 0.3470, -1.0228], [1.2789, 0.4960, -1.2888], [1.8948, 1.7758, -0.6696], [3.2765, 1.6207, -0.3292], [-0.4391, -1.0316, 1.0926], [0.0839, 1.0188, 0.8964], [-1.5494, 0.7231, 0.8400], [-0.6562, 1.2518, -1.4697], [-0.6307, -0.5464, -1.4975], [1.9138, -0.3187, -0.9553], [1.3816, 0.5820, -2.3677], [1.2444, 2.2664, 0.0565], [1.8206, 2.6043, -1.3727], [3.4285, 1.0781, 0.5013], [4.0005, 1.7848, -0.9917], [0.5161, -1.3024, 0.8554], [-1.0206, -1.7342, 0.5778], [-0.7690, -1.0148, 2.0631], [3.5220, 1.2358, -3.7045], [4.0800, 2.5668, -3.1601], [3.2801, 2.0332, -3.2229], [-1.8063, -3.5043, -1.0057], [-2.2065, -2.1375, -1.5665], [-1.6581, -2.5583, -0.8819], [-2.5427, 2.7530, 2.7475], [-3.8302, 2.7041, 3.5795], [-3.2056, 2.1498, 3.1014], [-0.9552, 0.1701, 4.3090], [-1.8782, 0.8429, 3.1798], [-1.0036, 0.4881, 3.4060], [1.3125, -4.3707, 2.0691], [2.7778, -3.8711, 1.7847], [1.8451, -3.6672, 1.6914], [-4.0394, -0.8239, -2.4829], [-4.7358, -2.1683, -2.6729], [-3.8684, -1.7696, -2.5451]], "lumo_energy_ha": -0.0859, "total_charge": 1, "de_lowest_kcal_mol": 47.7, "largest_force_ev_per_a": 1.85, "e_tot_ev": -19813.0200, "homo_energy_ev": -11.027, "gap_ev": 8.69}

{"formula": "C37H43AsN5O6ReS4", "method": "ωB97M-V with the def2-TZVPD basis set", "elements": ["Re", "S", "As", "S", "S", "S", "C", "C", "C", "O", "C", "C", "O", "C", "O", "C", "C", "C", "C", "C", "C", "C", "C", "C", "C", "C", "C", "C", "O", "C", "C", "C", "C", "C", "C", "C", "C", "C", "C", "C", "C", "H", "H", "H", "H", "H", "H", "H", "H", "H", "H", "H", "H", "H", "H", "H", "H", "H", "H", "H", "H", "H", "H", "H", "H", "H", "H", "H", "H", "N", "C", "C", "N", "H", "H", "H", "H", "H", "H", "H", "H", "H", "C", "C", "N", "C", "C", "N", "H", "H", "H", "H", "H", "H", "O", "N", "O"], "coordinates": [[-0.3010, -0.7213, 2.8553], [-2.6940, 1.3817, 6.6643], [-0.9747, 1.1446, 5.5221], [-1.4061, 1.2962, 3.2895], [-0.3940, -0.9991, 5.1915], [0.7573, 2.2047, 6.0903], [-1.6299, -0.7007, -4.6306], [-1.8737, -0.0983, -3.2613], [-3.3170, 0.3493, -3.0850], [-0.9763, 0.9903, -3.0759], [-0.3726, 0.9064, -1.7880], [-0.9647, -0.3666, -1.1534], [-1.5306, -1.0441, -2.2763], [0.0162, -1.3563, -0.4457], [0.2781, -0.8951, 0.8424], [1.3443, -1.4443, -1.2251], [1.3713, -1.6677, -2.6027], [2.5686, -1.7197, -3.2997], [3.7796, -1.5825, -2.6340], [3.7707, -1.4188, -1.2580], [2.5654, -1.3534, -0.5676], [-0.6399, -2.7510, -0.4490], [-1.9879, -2.8916, -0.1289], [-2.5741, -4.1442, -0.0377], [-1.8279, -5.2878, -0.2940], [-0.4911, -5.1615, -0.6381], [0.0948, -3.9039, -0.7093], [-0.5921, 2.2311, -1.0235], [-0.1749, 2.0400, 0.3106], [0.2436, 3.3615, -1.6343], [0.9176, 3.2659, -2.8450], [1.7200, 4.3139, -3.2904], [1.8531, 5.4656, -2.5334], [1.1710, 5.5721, -1.3248], [0.3737, 4.5305, -0.8833], [-2.0627, 2.6146, -0.9799], [-2.6513, 3.3144, -2.0296], [-4.0030, 3.6195, -2.0026], [-4.7835, 3.2309, -0.9212], [-4.1992, 2.5484, 0.1354], [-2.8442, 2.2443, 0.1089], [-1.9494, -0.0001, -5.4025], [-2.1987, -1.6248, -4.7363], [-0.5686, -0.9078, -4.7607], [-3.5448, 1.1725, -3.7622], [-3.4895, 0.6854, -2.0629], [-3.9831, -0.4879, -3.2988], [0.7076, 0.7750, -1.9133], [-1.7439, -0.1126, -0.4281], [0.4393, -1.8130, -3.1284], [2.5538, -1.8800, -4.3712], [4.7149, -1.6249, -3.1780], [4.7053, -1.3512, -0.7125], [2.5691, -1.2707, 0.5081], [-2.5911, -2.0236, 0.0933], [-3.6144, -4.2197, 0.2505], [-2.2870, -6.2665, -0.2256], [0.1068, -6.0420, -0.8423], [1.1458, -3.8334, -0.9572], [0.8143, 2.3800, -3.4577], [2.2409, 4.2225, -4.2358], [2.4792, 6.2782, -2.8804], [1.2637, 6.4693, -0.7253], [-0.1455, 4.6006, 0.0649], [-2.0473, 3.6129, -2.8775], [-4.4482, 4.1625, -2.8276], [-5.8393, 3.4711, -0.8971], [-4.7900, 2.2566, 0.9944], [-2.3881, 1.7383, 0.9496], [2.7546, 2.0080, 0.4763], [3.0011, 2.3039, 1.8996], [1.8421, 1.8540, 2.7788], [1.6231, 0.3901, 2.6710], [2.8277, 2.8343, -0.1050], [0.7887, 1.8637, 0.2948], [3.3832, 1.3109, 0.0998], [3.1279, 3.3791, 2.0380], [3.9336, 1.8350, 2.2337], [0.9191, 2.3481, 2.4843], [2.0021, 2.1019, 3.8264], [2.3544, -0.0825, 3.1923], [1.7199, 0.1242, 1.6872], [2.9121, -1.9745, 4.4457], [1.9652, -2.9159, 3.7865], [0.8856, -2.6357, 3.0766], [0.3388, -3.8399, 2.6769], [1.1003, -4.8551, 3.1445], [2.1292, -4.2535, 3.8383], [2.3706, -1.1113, 4.8349], [3.6947, -1.6538, 3.7524], [3.3990, -2.4633, 5.2898], [-0.5741, -3.8797, 2.1129], [1.0034, -5.9215, 3.0564], [2.8660, -4.7178, 4.3378], [-3.5554, -3.0940, 2.9899], [-2.5231, -2.6510, 3.3945], [-1.9606, -1.7888, 2.5244]], "lumo_energy_ha": [0.0703, 0.0702], "total_charge": -1, "multiplicity": 4, "de_lowest_kcal_mol": 0.0, "largest_force_ev_per_a": 0.45, "e_tot_ev": -165116.1765, "homo_energy_ev": [-4.328, -4.384], "gap_ev": [6.24, 6.29]}